Entry 1:
This record from OMol25 describes a structure of composition C5H6OS in a non-equilibrium geometry. The level of theory is ωB97M-V with the def2-TZVPD basis set.

Last column: Löwdin charge in e.
Atoms and positions in Å:
C: 0.840 -0.116 -0.587  -0.611
C: 0.021 -0.886 0.419  -0.311
C: -0.019 0.993 0.097  -0.246
C: -1.530 0.417 -0.433  0.016
C: -1.479 -0.827 -0.055  0.007
H: 2.539 0.626 1.018  -0.071
H: 0.625 -0.242 -1.619  0.096
H: 0.452 -1.787 0.853  0.140
H: 0.109 2.208 0.005  0.190
H: -2.238 1.142 -0.738  0.081
H: -2.051 -1.639 -0.118  0.059
O: 0.205 0.259 1.296  -0.128
S: 2.528 -0.148 -0.136  0.780

Results
* total charge: 0

***

Entry 2:
This record from OMol25 describes a cluster of 11 separate species, C66H44O22 in total in a non-equilibrium geometry. The level of theory is ωB97M-V with the def2-TZVPD basis set.

Last column: Löwdin charge in e.
Atoms and positions in Å:
O: 3.667 -3.189 2.561  0.114
C: 2.548 -3.394 2.911  -0.361
C: 1.419 -3.490 1.961  0.043
C: 0.166 -3.763 2.365  0.028
C: -0.118 -3.932 3.768  -0.419
O: -1.191 -4.156 4.253  0.106
C: 0.951 -3.727 4.786  0.003
C: 2.200 -3.393 4.457  0.045
H: 1.597 -3.139 0.927  0.095
H: -0.589 -3.786 1.618  0.099
H: 0.563 -3.695 5.787  0.117
H: 2.982 -3.030 5.101  0.099
O: -4.967 -3.007 -1.073  0.095
C: -4.861 -2.849 0.112  -0.393
C: -3.846 -3.576 0.927  -0.001
C: -3.936 -3.563 2.255  0.034
C: -4.769 -2.544 3.027  -0.368
O: -4.492 -2.236 4.180  0.104
C: -5.738 -1.807 2.218  -0.003
C: -5.874 -1.992 0.886  0.055
H: -3.089 -4.230 0.442  0.130
H: -3.427 -4.182 2.958  0.097
H: -6.243 -1.025 2.832  0.135
H: -6.636 -1.519 0.271  0.119
O: 1.875 -1.107 -0.599  0.075
C: 0.681 -0.775 -0.691  -0.334
C: 0.244 0.623 -0.476  0.017
C: -1.045 0.900 -0.448  0.012
C: -2.132 -0.106 -0.785  -0.348
O: -3.308 0.199 -0.681  0.092
C: -1.637 -1.526 -1.007  0.021
C: -0.354 -1.779 -0.930  -0.030
H: 1.017 1.344 -0.106  0.104
H: -1.321 1.931 -0.327  0.097
H: -2.331 -2.386 -1.116  0.122
H: -0.051 -2.845 -0.847  0.111
O: 7.415 -3.729 -3.007  0.099
C: 7.256 -2.867 -2.162  -0.352
C: 8.186 -1.619 -2.201  0.047
C: 7.903 -0.447 -1.634  -0.001
C: 6.638 -0.302 -0.876  -0.358
O: 6.308 0.726 -0.264  0.057
C: 5.785 -1.490 -0.879  0.042
C: 6.047 -2.674 -1.408  0.011
H: 9.003 -1.662 -2.915  0.118
H: 8.518 0.392 -1.831  0.111
H: 4.798 -1.325 -0.404  0.134
H: 5.410 -3.503 -1.333  0.096
O: -8.738 3.646 -1.395  0.135
C: -7.698 3.654 -0.835  -0.387
C: -7.648 3.915 0.647  0.022
C: -6.530 3.960 1.314  0.007
C: -5.222 3.713 0.667  -0.358
O: -4.171 3.585 1.295  0.080
C: -5.283 3.424 -0.747  -0.004
C: -6.366 3.399 -1.490  0.045
H: -8.616 3.990 1.159  0.133
H: -6.546 3.931 2.363  0.108
H: -4.349 3.190 -1.207  0.098
H: -6.279 3.233 -2.565  0.126
O: -0.298 -0.646 3.849  0.088
C: -1.335 -0.076 4.107  -0.369
C: -1.700 0.135 5.544  0.012
C: -2.833 0.692 5.857  0.019
C: -3.905 0.955 4.821  -0.361
O: -5.048 1.171 5.166  0.107
C: -3.519 0.754 3.402  0.032
C: -2.268 0.416 3.125  0.030
H: -0.887 -0.253 6.174  0.136
H: -3.064 0.826 6.941  0.139
H: -4.294 0.952 2.720  0.104
H: -2.011 0.295 2.094  0.101
O: 1.635 -4.207 -1.245  0.089
C: 1.980 -4.060 -2.388  -0.354
C: 1.133 -3.354 -3.384  0.003
C: 1.573 -3.056 -4.571  0.026
C: 3.054 -3.125 -4.746  -0.384
O: 3.564 -2.375 -5.559  0.095
C: 3.869 -4.033 -3.953  0.026
C: 3.304 -4.592 -2.874  0.043
H: 0.143 -3.023 -3.108  0.089
H: 1.029 -2.564 -5.401  0.141
H: 4.907 -4.117 -4.208  0.116
H: 3.832 -5.247 -2.186  0.124
O: 6.307 1.292 -3.318  0.101
C: 5.087 1.334 -3.304  -0.357
C: 4.360 0.812 -4.432  0.006
C: 3.051 0.989 -4.533  0.038
C: 2.265 1.631 -3.445  -0.363
O: 1.048 1.657 -3.584  0.078
C: 2.951 2.092 -2.272  0.012
C: 4.268 1.910 -2.155  0.067
H: 4.974 0.175 -5.035  0.122
H: 2.464 0.574 -5.373  0.134
H: 2.353 2.604 -1.545  0.098
H: 4.803 2.213 -1.244  0.113
O: -2.249 -2.711 -4.379  0.092
C: -2.561 -1.572 -4.137  -0.382
C: -1.451 -0.607 -3.922  0.008
C: -1.714 0.669 -3.589  0.019
C: -3.147 1.174 -3.554  -0.358
O: -3.311 2.353 -3.350  0.097
C: -4.276 0.170 -3.653  0.027
C: -3.998 -1.144 -3.813  0.042
H: -0.428 -1.030 -4.059  0.117
H: -0.947 1.371 -3.390  0.074
H: -5.238 0.545 -3.514  0.093
H: -4.836 -1.901 -3.855  0.138
O: 0.090 3.677 -0.295  0.068
C: -0.263 4.769 0.188  -0.369
C: -1.232 4.843 1.245  0.016
C: -1.507 6.033 1.744  0.039
C: -0.809 7.251 1.294  -0.399
O: -1.031 8.352 1.756  0.115
C: 0.203 7.091 0.266  0.010
C: 0.371 5.936 -0.357  0.011
H: -1.564 3.843 1.555  0.126
H: -2.271 6.267 2.473  0.128
H: 0.893 7.969 0.039  0.153
H: 0.997 5.912 -1.267  0.141
O: 4.405 -1.067 4.780  0.114
C: 4.089 -0.391 3.847  -0.391
C: 5.043 0.415 3.056  0.043
C: 4.650 1.323 2.137  0.030
C: 3.214 1.574 1.896  -0.384
O: 2.822 2.347 1.055  0.090
C: 2.265 0.941 2.828  0.034
C: 2.616 -0.098 3.624  0.050
H: 6.096 0.229 3.229  0.123
H: 5.320 1.837 1.479  0.095
H: 1.249 1.258 2.813  0.099
H: 1.943 -0.767 4.084  0.071

Results
* total charge: 0
* structure (SMILES): O=C1C=CC(=O)C=C1.O=C1C=CC(=O)C=C1.O=C1C=CC(=O)C=C1.O=C1C=CC(=O)C=C1.O=C1C=CC(=O)C=C1.O=C1C=CC(=O)C=C1.O=C1C=CC(=O)C=C1.O=C1C=CC(=O)C=C1.O=C1C=CC(=O)C=C1.O=C1C=CC(=O)C=C1.O=C1C=CC(=O)C=C1

***

Entry 3:
This record from OMol25 describes a structure of composition C18H41Cl18InN. The level of theory is ωB97M-V with the def2-TZVPD basis set.

Last column: Löwdin charge in e.
Atoms and positions in Å:
N: -1.170 0.890 4.173  -0.243
In: -3.267 1.120 3.866  0.108
H: -0.588 1.622 3.791  -0.112
H: -0.785 0.003 3.880  -0.117
H: -3.905 2.424 4.884  -0.166
H: -3.681 1.400 2.203  -0.182
H: -4.037 -0.392 4.390  -0.166
Cl: -6.183 5.857 1.434  0.519
C: -7.440 4.881 2.249  -0.668
C: -6.917 3.577 2.785  -0.664
Cl: -6.452 2.444 1.507  0.517
H: -8.233 4.713 1.524  0.059
H: -7.823 5.485 3.070  0.065
H: -7.703 3.103 3.371  0.074
H: -6.042 3.718 3.418  0.056
Cl: -5.543 -0.235 -0.893  0.540
C: -5.552 -1.565 0.307  -0.666
C: -6.922 -2.140 0.538  -0.666
Cl: -8.058 -1.043 1.361  0.527
H: -5.096 -1.165 1.212  0.056
H: -4.921 -2.358 -0.088  0.037
H: -6.816 -3.018 1.173  0.071
H: -7.386 -2.427 -0.402  0.060
Cl: -2.525 -2.478 2.811  0.527
C: -1.125 -2.730 1.746  -0.684
C: -0.937 -1.598 0.774  -0.640
Cl: -2.252 -1.574 -0.442  0.566
H: -1.252 -3.676 1.224  0.062
H: -0.248 -2.801 2.387  0.042
H: -0.004 -1.735 0.232  0.049
H: -0.933 -0.628 1.268  0.063
Cl: -0.029 4.104 1.732  0.548
C: -0.143 3.246 0.167  -0.705
C: -1.331 3.687 -0.647  -0.679
Cl: -2.841 3.126 0.094  0.542
H: -0.193 2.184 0.377  0.022
H: 0.780 3.463 -0.370  0.043
H: -1.274 3.249 -1.644  0.031
H: -1.358 4.770 -0.742  0.068
Cl: -0.746 -5.184 4.560  0.573
C: 0.562 -6.371 4.388  -0.677
C: 1.897 -5.737 4.107  -0.660
Cl: 1.986 -5.021 2.473  0.541
H: 0.286 -7.067 3.600  0.065
H: 0.627 -6.912 5.332  0.069
H: 2.672 -6.499 4.155  0.067
H: 2.118 -4.951 4.824  0.069
Cl: 3.149 1.406 -0.018  0.557
C: 3.118 0.610 -1.622  -0.683
C: 1.938 1.069 -2.430  -0.647
Cl: 0.396 0.506 -1.738  0.609
H: 3.089 -0.464 -1.455  0.068
H: 4.050 0.869 -2.120  0.004
H: 1.992 0.667 -3.441  0.043
H: 1.900 2.154 -2.487  0.072
Cl: 7.166 0.795 -2.727  0.550
C: 7.228 -0.037 -4.301  -0.685
C: 6.093 0.388 -5.193  -0.638
Cl: 4.525 -0.183 -4.555  0.604
H: 7.204 -1.106 -4.111  0.051
H: 8.179 0.220 -4.764  0.063
H: 6.214 -0.040 -6.186  0.073
H: 6.038 1.470 -5.273  0.070
Cl: -1.623 1.198 -4.477  0.503
C: -2.955 0.946 -3.298  -0.675
C: -4.140 1.808 -3.638  -0.660
Cl: -3.797 3.532 -3.351  0.549
H: -2.575 1.160 -2.301  0.023
H: -3.233 -0.104 -3.353  0.063
H: -4.973 1.538 -2.991  0.033
H: -4.432 1.688 -4.677  0.064
Cl: 10.124 -1.856 -3.366  0.553
C: 11.111 -1.771 -1.878  -0.654
C: 10.532 -0.842 -0.847  -0.663
Cl: 10.606 0.864 -1.349  0.532
H: 12.108 -1.458 -2.172  0.066
H: 11.153 -2.780 -1.473  0.072
H: 11.108 -0.934 0.072  0.073
H: 9.490 -1.075 -0.641  0.067

Results
* total charge: -1

***

Computed orbital gap, in the same sequence as the records: 9.8894; 8.1478; 5.3797 eV.
Computed energy, in the same sequence as the records: -18160.858; -114185.472; -251400.299 eV.